Formula: C36H42AsBaF6N4O2
Source: the Open Molecules 2025 dataset
Level of theory: ωB97M-V/def2-TZVPD

Last column: Mulliken charge in e.
Cartesian coordinates (Å):
Ba -0.233 0.081 -0.484  1.65
C 3.207 2.550 -4.483  -1.85
C 2.259 2.100 -3.369  0.97
C 1.018 1.437 -3.980  -0.80
C 1.880 3.235 -2.438  0.90
C 1.630 4.501 -2.952  -0.64
C 1.285 5.556 -2.125  -1.57
C 1.186 5.348 -0.761  -0.44
C 1.422 4.099 -0.203  0.50
C 1.284 3.913 1.295  1.80
C 2.405 4.646 2.038  -1.81
C -0.091 4.355 1.801  -1.50
C 1.771 3.027 -1.049  -0.64
N 1.875 1.725 -0.531  1.05
C 2.990 1.426 0.132  -0.93
O 4.000 2.120 0.275  -0.76
C 2.981 0.071 0.841  0.55
C 4.038 -0.214 1.704  -0.61
C 4.050 -1.416 2.387  -0.71
C 3.019 -2.320 2.183  -0.69
C 2.007 -1.969 1.299  0.31
N 1.989 -0.801 0.657  0.01
C 0.893 -2.964 1.073  -0.84
O 0.975 -4.084 1.562  -0.65
N -0.227 -2.516 0.447  1.26
C -1.206 -3.355 0.035  -0.23
C -0.962 -4.416 -0.889  0.70
C -2.014 -5.236 -1.240  -0.59
C -3.283 -5.044 -0.711  -1.42
C -3.530 -4.002 0.174  -0.94
C -2.526 -3.135 0.543  0.60
C -2.757 -2.057 1.573  2.67
C -4.167 -1.475 1.533  -1.85
C -2.426 -2.603 2.968  -1.59
C 0.379 -4.597 -1.560  0.87
C 0.251 -4.375 -3.072  -1.48
C 0.963 -5.974 -1.244  -1.64
H 3.631 1.680 -4.987  0.46
H 4.025 3.151 -4.084  0.41
H 2.686 3.141 -5.238  0.35
H 2.788 1.355 -2.768  0.19
H 0.303 2.183 -4.328  0.24
H 0.497 0.793 -3.268  -0.20
H 1.294 0.808 -4.828  0.48
H 1.705 4.669 -4.019  0.27
H 1.092 6.536 -2.544  0.37
H 0.923 6.178 -0.117  0.34
H 1.384 2.845 1.506  -0.59
H 2.339 5.722 1.869  0.34
H 3.376 4.299 1.691  0.40
H 2.330 4.471 3.114  0.45
H -0.221 5.434 1.709  0.49
H -0.209 4.099 2.857  0.35
H -0.892 3.875 1.235  0.20
H 4.816 0.529 1.805  0.57
H 4.857 -1.652 3.069  0.42
H 2.981 -3.280 2.676  0.56
H -1.857 -6.033 -1.953  0.40
H -4.091 -5.702 -1.003  0.40
H -4.527 -3.876 0.571  0.41
H -2.037 -1.259 1.385  -0.76
H -4.901 -2.180 1.927  0.49
H -4.456 -1.198 0.520  0.42
H -4.212 -0.580 2.156  0.31
H -3.110 -3.411 3.232  0.37
H -2.527 -1.811 3.712  0.38
H -1.408 -2.993 3.007  0.35
H 1.066 -3.841 -1.179  0.10
H -0.382 -5.136 -3.527  0.35
H 1.232 -4.429 -3.545  0.43
H -0.187 -3.400 -3.295  0.32
H 0.347 -6.766 -1.671  0.37
H 1.029 -6.124 -0.167  0.37
H 1.963 -6.064 -1.670  0.44
F -2.170 -0.902 -1.425  -0.70
As -3.033 0.496 -2.208  2.29
F -3.666 0.858 -0.627  -0.44
F -4.341 -0.555 -2.557  -0.47
F -3.789 1.853 -2.916  -0.47
F -2.186 0.082 -3.651  -0.49
F -1.610 1.510 -1.739  -0.76
C -1.934 1.817 4.534  -0.51
C -0.767 1.092 4.344  -1.00
C -0.376 0.796 3.049  -0.36
N -1.064 1.179 1.974  1.38
C -2.187 1.873 2.163  -0.85
C -2.657 2.215 3.421  -0.85
H -2.271 2.069 5.531  0.48
H -0.166 0.762 5.179  0.54
H 0.536 0.238 2.864  0.35
H -2.728 2.164 1.270  0.43
H -3.570 2.784 3.518  0.49

Values from the calculation:
DFT total energy: -125913.494 eV
Multiplicity: 2
ΔE to the lowest compared entry with this formula, charge and spin: 83.5 kJ/mol
<S²>: 0.78
LUMO level (spin up / spin down): -0.19 / -3.27 eV
Kohn-Sham gap (spin up / spin down): 0.275 / 0.162 Eh

Formula: C29H26AuBBr2N2O4S2
Source: the Open Molecules 2025 dataset
Level of theory: ωB97M-V/def2-TZVPD

Last column: Mulliken charge in e.
Cartesian coordinates (Å):
Au -2.052 0.387 -1.158  0.81
C 0.017 -2.607 -2.420  -1.09
C -0.891 -3.058 -1.311  0.48
C -0.921 -4.397 -0.864  -0.93
C -1.774 -4.748 0.140  -0.94
C -2.611 -3.777 0.734  0.73
C -3.515 -4.029 1.792  -0.07
Br -3.697 -5.777 2.507  -0.24
C -4.263 -3.020 2.318  -0.25
C -4.145 -1.712 1.820  -0.08
Br -5.192 -0.353 2.603  -0.16
C -3.295 -1.389 0.782  0.53
O -3.230 -0.142 0.362  -0.96
C -2.515 -2.462 0.225  -0.24
N -1.671 -2.152 -0.783  0.55
H 0.597 -3.434 -2.828  0.43
H 0.706 -1.847 -2.045  0.16
H -0.576 -2.164 -3.222  0.20
H -0.273 -5.132 -1.324  0.44
H -1.817 -5.768 0.496  0.34
H -4.952 -3.211 3.129  0.41
N -0.877 1.163 -2.582  -0.12
C -0.075 1.215 -3.395  0.44
C 0.925 1.294 -4.411  0.34
C 2.198 1.766 -4.097  -0.41
C 3.150 1.828 -5.099  -0.60
C 2.829 1.424 -6.389  -0.32
C 1.557 0.956 -6.692  -0.62
C 0.592 0.888 -5.703  -0.43
H 2.429 2.075 -3.087  0.49
H 4.143 2.193 -4.875  0.40
H 3.580 1.475 -7.166  0.40
H 1.316 0.647 -7.700  0.40
H -0.408 0.532 -5.913  0.53
C -6.028 2.299 -1.972  -0.89
O -5.003 1.305 -1.995  -0.17
C -4.626 0.802 -3.173  0.23
S -5.290 1.227 -4.617  -0.30
S -3.433 -0.442 -2.990  -0.41
H -6.141 2.562 -0.924  0.22
H -6.957 1.897 -2.375  0.36
H -5.735 3.165 -2.565  0.38
C 4.721 2.280 4.105  -1.59
C 3.845 1.021 4.163  2.02
C 3.525 0.689 5.627  -1.60
C 4.641 -0.144 3.574  -2.06
C 2.544 1.275 3.398  0.53
C 1.684 2.289 3.834  -0.51
C 0.486 2.593 3.197  -1.85
C 0.170 1.839 2.091  1.12
O -0.938 1.911 1.271  -0.32
B -0.751 0.917 0.335  0.28
O 0.448 0.244 0.528  -0.33
C 1.007 0.836 1.646  0.12
C 2.194 0.528 2.271  -0.78
H 5.658 2.111 4.641  0.44
H 4.223 3.136 4.561  0.33
H 4.958 2.539 3.072  0.38
H 4.447 0.493 6.177  0.44
H 2.891 -0.196 5.694  0.38
H 3.008 1.511 6.124  0.33
H 5.553 -0.289 4.155  0.43
H 4.935 0.048 2.540  0.38
H 4.075 -1.077 3.607  0.41
H 1.953 2.867 4.709  0.39
H -0.169 3.376 3.553  0.46
H 2.812 -0.273 1.892  0.58

Values from the calculation:
DFT total energy: -207791.012 eV
Multiplicity: 1
ΔE to the lowest compared entry with this formula, charge and spin: 0.0 kJ/mol
LUMO level: -0.91 eV
Kohn-Sham gap: 0.240 Eh

Formula: C6H13N3
Source: the Open Molecules 2025 dataset
Level of theory: ωB97M-V/def2-TZVPD

Last column: Mulliken charge in e.
Cartesian coordinates (Å):
C 1.261 -1.253 -0.229  0.88
C 0.826 -0.644 -1.351  -1.12
C -1.097 2.180 -0.659  -0.99
C -2.428 0.354 0.342  -0.97
C 2.666 -1.008 0.263  -1.27
N -1.176 1.134 0.380  0.09
N 0.589 -2.334 0.323  -0.60
C -0.264 1.014 1.377  0.47
N 0.360 1.120 2.354  -0.59
H 0.776 -2.433 1.319  0.27
H -0.408 -2.319 0.132  0.25
H -0.122 -0.905 -1.809  0.31
H 1.411 0.135 -1.828  0.27
H -0.081 2.584 -0.724  0.33
H -1.366 1.763 -1.635  0.34
H -1.782 3.000 -0.425  0.34
H -3.294 0.999 0.517  0.34
H -2.421 -0.432 1.105  0.33
H -2.531 -0.128 -0.635  0.31
H 2.786 -1.352 1.296  0.38
H 3.392 -1.539 -0.360  0.31
H 2.902 0.062 0.245  0.30

Values from the calculation:
DFT total energy: -10901.594 eV
SMILES string: CN(C)C#N.C=C(C)N
Multiplicity: 1
ΔE to the lowest compared entry with this formula, charge and spin: 175.4 kJ/mol
LUMO level: 0.72 eV
Kohn-Sham gap: 0.323 Eh

Formula: C3Br2F2
Source: the Open Molecules 2025 dataset
Level of theory: ωB97M-V/def2-TZVPD

Last column: Mulliken charge in e.
Cartesian coordinates (Å):
C -1.537 -0.166 -0.488  -0.16
C 1.542 -0.133 -0.365  -0.31
C 0.058 -0.620 -0.037  0.78
F 0.099 -1.982 -0.079  -0.21
F -0.153 -0.372 1.281  -0.20
Br -1.809 1.609 -0.189  0.06
Br 1.802 1.663 -0.123  0.04

Values from the calculation:
DFT total energy: -148622.872 eV
Multiplicity: 1
ΔE to the lowest compared entry with this formula, charge and spin: 412.4 kJ/mol
LUMO level (spin up / spin down): -2.06 / -2.02 eV
Kohn-Sham gap (spin up / spin down): 0.260 / 0.259 Eh

Formula: C5H10OS
Source: the Open Molecules 2025 dataset
Level of theory: ωB97M-V/def2-TZVPD

Last column: Mulliken charge in e.
Cartesian coordinates (Å):
C 0.922 1.234 -0.157  -1.52
C -0.238 0.284 -0.083  0.92
C -0.366 -0.614 -1.264  -1.17
C -0.637 0.955 2.247  -1.02
C -0.943 0.234 1.024  -0.25
O 0.561 -3.054 -2.147  -0.29
S 1.305 -3.406 -3.386  0.23
H 1.658 1.176 0.656  0.39
H 1.587 0.803 -0.947  0.33
H -0.685 -0.177 -2.148  0.37
H -1.039 -1.584 -1.042  0.22
H 0.644 -1.088 -1.414  0.29
H 0.061 1.759 1.993  0.33
H -0.373 0.173 3.037  0.22
H -1.537 1.521 2.689  0.27
H -1.659 -0.519 1.226  0.36
H 0.739 2.302 -0.284  0.33

Values from the calculation:
DFT total energy: -18226.425 eV
SMILES string: CC=C(C)C.O=S
Multiplicity: 1
ΔE to the lowest compared entry with this formula, charge and spin: 335.2 kJ/mol
LUMO level (spin up / spin down): -1.73 / -1.71 eV
Kohn-Sham gap (spin up / spin down): 0.254 / 0.255 Eh

Formula: C6H15N2
Source: the Open Molecules 2025 dataset
Level of theory: ωB97M-V/def2-TZVPD

Last column: Mulliken charge in e.
Cartesian coordinates (Å):
C -0.327 -1.013 -1.291  0.09
C 0.286 -2.241 -1.830  -1.16
C -0.433 -1.365 2.215  -0.68
C -1.262 1.446 -0.190  -1.18
C 1.170 2.091 -0.084  -1.15
C -0.042 -0.090 2.389  -0.33
N 0.493 -0.109 -0.909  -0.16
N 0.167 1.012 -0.142  0.30
H -1.347 -0.788 -1.248  0.54
H -0.480 -2.857 -2.355  0.35
H 1.254 -2.027 -2.354  0.33
H 0.568 -2.948 -1.018  0.31
H -1.283 -1.661 1.663  0.31
H 1.507 -0.172 -0.877  0.31
H 0.115 -2.170 2.576  0.27
H -1.468 1.423 -1.276  0.47
H -2.041 0.800 0.291  0.36
H -1.479 2.443 0.050  0.34
H 1.129 2.685 -1.014  0.42
H 0.899 2.799 0.645  0.38
H 2.176 1.801 0.076  0.37
H 0.874 0.153 2.777  0.31
H -0.475 0.788 1.907  0.17

Values from the calculation:
Charge: +1
DFT total energy: -9435.487 eV
Multiplicity: 1
ΔE to the lowest compared entry with this formula, charge and spin: 432.7 kJ/mol
LUMO level (spin up / spin down): -4.10 / -4.10 eV
Kohn-Sham gap (spin up / spin down): 0.329 / 0.329 Eh